[1]
A 11-piece molecular cluster, C26H46ClN11O3PS overall at a distorted geometry. Source: OMol25; level of theory: the ωB97M-V functional and the def2-TZVPD basis.

Output
Net charge: +1

Geometry as XYZ:
```
89
Properties=species:S:1:pos:R:3:forces:R:3:lowdin_charge:R:1
C -5.6375 1.7189 -1.6928 0.42 0.38 -0.36 -0.098
C -4.4603 2.3970 -2.6393 -1.18 0.27 1.98 -0.241
O -4.1311 1.4749 -3.7674 2.12 2.23 0.01 -0.232
C -3.0175 2.1145 -4.4890 -1.19 1.46 -0.32 -0.316
P -1.2920 1.3277 -4.1196 0.20 3.67 0.12 0.692
Cl 0.0321 1.9960 -5.6985 -1.84 -1.18 2.36 0.365
C -0.7389 2.0729 -2.4151 0.75 0.79 -0.17 -0.291
C 0.8262 1.7572 -2.0396 -0.03 0.52 1.43 -0.274
N 0.8262 1.2604 -0.5802 -0.79 -0.19 -1.42 -0.028
S -1.2725 -0.8142 -4.1694 5.38 -8.20 -3.19 0.600
C -2.7711 -1.6443 -3.4129 -1.91 -0.94 0.97 -0.159
O -1.1319 -1.3119 -5.6608 -1.66 2.89 4.77 -0.422
O 0.0171 -1.3689 -3.4487 -4.75 3.21 -1.26 -0.402
H -5.0837 1.1415 -0.8282 -1.53 1.09 -1.69 0.091
H -6.3582 1.0037 -2.3116 1.77 1.50 1.26 0.099
H -6.3084 2.5915 -1.2549 1.64 -1.96 -0.77 0.077
H -4.8376 3.4528 -2.9998 0.81 -2.19 0.19 0.141
H -3.5063 2.5959 -1.9511 -1.95 -0.53 -1.59 0.119
H -3.1784 2.2302 -5.6435 0.21 -0.71 2.14 0.135
H -2.9456 3.2259 -4.0590 0.42 -2.30 -1.08 0.130
H -1.4349 1.7223 -1.5205 1.21 0.52 -2.23 0.122
H -0.8242 3.2526 -2.5643 -0.23 -2.52 0.14 0.130
H 1.3524 1.0139 -2.7770 -1.10 1.33 1.64 0.114
H 1.4008 2.7887 -2.0204 -1.21 -2.17 -0.27 0.132
H 0.5041 0.2657 -0.5369 0.36 1.06 -0.17 0.025
H 0.1419 1.8186 -0.0073 1.13 -0.50 -0.80 0.061
H -3.2975 -1.0189 -2.5700 1.27 -0.97 -1.71 0.088
H -2.4083 -2.6719 -2.9374 -0.12 2.43 -1.08 0.122
H -3.5820 -1.9416 -4.2203 1.97 1.09 1.30 0.113
C 1.2168 -0.1630 2.7561 -0.86 0.89 0.37 -0.097
C -0.0118 0.6576 3.1135 -6.52 4.37 1.88 -0.205
N -1.0311 1.3383 3.4099 8.04 -5.32 -2.35 0.090
H 1.2373 -0.3540 1.6797 -0.11 0.26 0.47 -0.005
H 2.1228 0.3800 3.0389 -0.21 0.03 0.10 0.082
H 1.1941 -1.1186 3.2870 -0.10 0.19 -0.05 0.067
C -1.3658 -3.5354 -8.4140 0.41 -1.18 -0.04 -0.070
C -0.8841 -4.9757 -8.4765 2.64 -7.86 -0.40 -0.178
N -0.4845 -6.1706 -8.5282 -3.18 9.65 0.37 0.104
H -1.0799 -3.0878 -7.4582 0.01 -0.15 -0.13 0.046
H -0.9175 -2.9569 -9.2264 -0.02 -0.21 0.10 0.081
H -2.4544 -3.5018 -8.5115 0.18 -0.13 -0.01 0.079
C 0.1451 -0.7995 6.6676 1.18 -0.23 -0.25 -0.064
C 1.6014 -1.0978 6.3505 7.93 -1.63 -1.69 -0.176
N 2.8096 -1.3452 6.0875 -9.83 2.01 1.99 0.108
H 0.0488 -0.4751 7.7074 0.15 -0.07 -0.17 0.082
H -0.2245 -0.0067 6.0114 0.15 -0.11 0.04 0.056
H -0.4606 -1.6974 6.5173 0.21 0.09 0.00 0.082
C 5.7809 -2.3359 6.4530 1.15 0.46 0.60 -0.103
C 7.1085 -1.8294 6.9931 7.26 2.71 2.92 -0.214
N 8.2097 -1.4092 7.4410 -8.75 -3.31 -3.65 0.082
H 5.7720 -2.2677 5.3617 0.05 0.07 0.20 0.067
H 5.6329 -3.3789 6.7460 0.14 0.17 0.01 0.076
H 4.9612 -1.7336 6.8541 0.29 -0.09 -0.12 0.025
C -1.0169 -7.8804 -6.0069 -0.75 -0.34 1.11 -0.110
C -1.8284 -8.2730 -4.7831 -4.42 -2.20 6.73 -0.217
N -2.5018 -8.5987 -3.7679 5.37 2.66 -8.09 0.071
H -1.3423 -6.9024 -6.3720 0.03 -0.30 0.14 0.029
H 0.0446 -7.8293 -5.7495 -0.21 -0.03 0.03 0.076
H -1.1558 -8.6207 -6.7995 -0.04 0.13 0.18 0.077
C 0.5258 4.5511 3.4867 0.04 0.18 -1.28 -0.087
C 0.6377 4.6407 1.9734 0.56 0.40 -8.18 -0.198
N 0.7306 4.7149 0.7181 -0.80 -0.71 9.85 0.061
H 1.1955 3.7738 3.8647 -0.10 0.08 -0.19 0.069
H 0.8006 5.5084 3.9381 -0.05 -0.12 -0.20 0.032
H -0.5012 4.3053 3.7706 0.16 -0.03 -0.19 0.072
C 4.0635 5.3626 5.0749 -1.02 0.65 0.33 -0.076
C 2.8349 6.1833 5.4323 -6.60 4.54 2.02 -0.209
N 1.8157 6.8639 5.7287 8.11 -5.46 -2.39 0.093
H 4.0841 5.1716 3.9985 -0.08 0.09 0.16 0.075
H 4.9696 5.9056 5.3577 -0.23 -0.02 -0.01 0.080
H 4.0408 4.4070 5.6058 -0.04 0.18 -0.05 0.073
C -9.6580 1.6900 -0.9153 0.89 0.06 0.88 -0.073
C -8.5380 1.7624 0.1098 6.05 0.38 5.67 -0.214
N -7.6088 1.8226 0.9601 -7.43 -0.48 -6.84 0.098
H -9.2393 1.6891 -1.9254 0.03 0.01 0.20 0.069
H -10.2382 0.7748 -0.7693 0.17 0.14 0.06 0.080
H -10.3204 2.5529 -0.8052 0.18 -0.12 0.07 0.080
C 2.7847 -3.3722 -0.1831 -0.99 0.66 0.31 -0.053
C 1.5561 -2.5516 0.1742 -6.69 4.36 1.82 -0.144
N 0.5368 -1.8709 0.4706 8.02 -5.71 -2.75 0.096
H 2.8052 -3.5632 -1.2596 -0.13 0.11 0.17 0.082
H 3.6907 -2.8292 0.0997 -0.23 0.01 0.00 0.083
H 2.7619 -4.3279 0.3477 -0.12 0.20 -0.03 0.085
C 8.4722 0.4391 3.9918 -1.00 0.64 0.28 -0.077
C 7.2436 1.2597 4.3492 -6.73 4.49 1.98 -0.209
N 6.2243 1.9404 4.6456 8.10 -5.43 -2.41 0.070
H 8.4927 0.2481 2.9154 -0.11 0.13 0.16 0.074
H 9.3782 0.9821 4.2746 -0.24 -0.03 0.02 0.081
H 8.4495 -0.5165 4.5227 -0.07 0.22 0.05 0.056
```
Positions in Å, forces in eV/Å.

***

[2]
A 2-piece molecular cluster, C5H11ClSi overall at a distorted geometry. Source: OMol25; level of theory: the ωB97M-V functional and the def2-TZVPD basis.

Output
Net charge: 0

Geometry as XYZ:
```
18
Properties=species:S:1:pos:R:3:forces:R:3:lowdin_charge:R:1
C -0.9729 -0.6958 0.8873 -1.37 1.39 2.42 -0.253
Si -1.8870 0.7461 0.0188 0.68 -2.14 -0.47 0.090
C -3.2116 0.2080 -1.2344 2.37 -3.38 -0.53 -0.238
Cl -2.8079 1.8030 1.4088 -1.22 1.19 1.61 0.337
H -0.0679 -0.2581 1.3129 0.14 0.09 -0.16 0.004
H -1.4688 -1.1839 1.8035 0.30 0.62 -1.66 0.060
H -0.6888 -1.3983 0.1804 0.56 -1.67 -1.27 -0.020
H -0.7982 1.6291 -0.3285 0.34 0.35 -0.86 -0.047
H -3.1200 0.4984 -2.2646 -0.03 0.89 -0.30 0.005
H -3.1181 -0.9765 -1.4048 -0.27 2.33 0.86 0.080
H -4.1501 0.4091 -0.8167 -1.48 0.32 0.36 -0.020
C 3.9274 -0.5608 -0.0949 -2.14 0.11 0.40 -0.084
C 3.2060 -0.2961 0.9495 0.68 1.11 -2.47 -0.045
C 2.7318 0.3240 -0.4210 -1.05 -2.44 1.14 -0.143
H 4.5571 -1.2551 -0.5602 1.19 -0.39 -0.45 0.070
H 3.1964 -0.2124 1.9942 -0.46 -0.24 1.07 0.068
H 2.9001 1.3630 -0.5425 -0.02 0.82 -0.47 0.046
H 1.7723 -0.1436 -0.8877 1.77 1.03 0.78 0.092
```
Positions in Å, forces in eV/Å.

***

[3]
A 5-piece molecular cluster, C2H15NO5 overall at a distorted geometry. Source: OMol25; level of theory: the ωB97M-V functional and the def2-TZVPD basis.

Output
Net charge: 0

Geometry as XYZ:
```
23
Properties=species:S:1:pos:R:3:forces:R:3:lowdin_charge:R:1
N 0.2843 0.7756 0.6018 -0.15 1.47 -0.16 -0.013
C -0.2268 1.2204 1.9060 -0.81 -2.29 -0.49 -0.217
C -1.7533 0.9732 1.9706 0.41 1.73 -0.05 -0.284
O -2.1130 -0.3864 1.9333 0.18 0.00 -0.52 -0.056
H 0.4662 -0.1880 0.4229 -0.64 -0.52 0.84 0.038
H -0.3504 1.0460 -0.1501 0.24 -0.06 0.40 0.044
H 0.1354 2.2335 2.0904 -0.49 -0.02 0.26 0.112
H 0.0923 0.5259 2.6810 0.97 0.25 0.18 0.110
H -2.1423 1.5238 1.0945 -0.51 -0.66 0.38 0.115
H -2.1537 1.4081 2.8882 -0.12 0.35 0.00 0.108
H -1.7590 -0.8006 2.7253 -0.01 -0.10 0.03 0.086
O 2.8438 1.4315 0.1217 0.79 -0.17 0.23 -0.087
H 3.0042 2.1575 -0.4792 -0.09 0.24 -0.04 0.021
H 2.0110 1.5958 0.5958 -0.18 -0.21 -0.60 -0.013
O -1.4092 0.6478 -1.7110 0.29 0.46 0.02 -0.045
H -1.2074 1.3822 -2.3084 -0.28 -0.45 -0.06 0.062
H -2.0886 0.1012 -2.1038 -0.16 0.04 -0.28 0.050
O 0.1103 -2.4176 -3.7352 0.80 0.89 -0.58 -0.056
H -0.1380 -2.3917 -2.8128 -0.38 -0.56 0.07 0.023
H -0.3117 -3.0933 -4.2619 -0.39 -0.30 0.57 0.027
O 1.8223 -1.9068 -0.0445 -0.21 0.13 -0.02 -0.057
H 1.7195 -0.9465 -0.0139 0.61 -0.14 -0.10 -0.011
H 2.6113 -2.0219 -0.5784 0.13 -0.07 -0.07 0.043
```
Positions in Å, forces in eV/Å.

***

| no. | total energy (Ha) |
| --- | --- |
| 1 | -3045.25444 |
| 2 | -946.71323 |
| 3 | -516.10741 |